*i*
12
Properties=species:S:1:pos:R:3 method="wB97M-V/def2-TZVPD" lumo_ha=-0.00388 total_charge=0
C 0.9281 1.2468 0.0985
C 1.4151 0.1452 -0.3852
C 0.8624 -1.1908 -0.2486
N -0.3387 -1.5114 0.0058
C -1.4019 -0.5685 0.2909
N -1.9669 0.1767 -0.5635
F -3.1279 0.6951 -0.0329
H 1.4183 2.3433 -0.0075
H 0.0100 1.1664 0.7020
H 2.4557 0.0727 -0.8481
H 1.5754 -2.0322 -0.3947
H -1.8297 -0.5433 1.3833



*ii*
12
Properties=species:S:1:pos:R:3 method="wB97M-V/def2-TZVPD" lumo_ha="-0.01101 / -0.01107" total_charge=0
C -0.5029 -1.1486 -0.7496
C 0.5746 -2.0087 -0.6413
C -0.4109 0.1444 -0.2118
C 1.5564 -1.8051 0.3098
N 0.7457 0.6317 0.1178
N 0.8416 1.7431 0.8209
F 2.7637 -2.3392 0.0855
H -1.4124 -1.4521 -1.2454
H 0.5381 -2.9562 -1.1772
H -1.3308 0.7119 -0.0401
H 1.7768 1.9816 1.1079
H 0.0653 2.0723 1.3912



*iii*
12
Properties=species:S:1:pos:R:3 method="wB97M-V/def2-TZVPD" lumo_ha=0.02803 total_charge=0
F 2.8663 0.2255 -0.1251
C 1.8279 -0.6877 -0.1915
C 0.5766 -0.3329 -0.0495
C -0.0334 0.9813 0.1070
N -1.4272 0.6811 -0.4512
C -1.5072 -0.7157 -0.0889
N -0.4019 -1.3483 0.0192
H 2.1887 -1.7437 -0.2362
H 0.1095 1.3355 1.2338
H 0.4591 1.7754 -0.4798
H -2.2461 1.1245 0.1480
H -2.4121 -1.2950 0.1141



The energy of each structure relative to the most stable one, in kcal/mol, is as follows: *i* 56.8; *ii* 68.6; *iii* 0.0.



*i*
14
Properties=species:S:1:pos:R:3 method="wB97M-V/def2-TZVPD" lumo_ha=-0.03230 total_charge=0
O -1.6214 -0.3814 0.4686
C -0.8696 -1.3465 0.3197
O -1.3474 -2.4153 -0.3333
N 0.3454 -1.6066 0.9057
C 1.3752 -0.8643 0.8306
C 1.6353 0.3501 0.0102
C 0.7295 1.1514 -0.4632
N -0.3654 1.8831 -0.3614
O -0.6475 2.9102 0.3111
O -1.2037 1.7606 -1.4510
H -0.7500 -3.1025 -0.1819
H 2.0479 -1.2125 1.5743
H 2.7087 0.4989 -0.3119
H -2.0370 2.3750 -1.3176



*ii*
14
Properties=species:S:1:pos:R:3 method="wB97M-V/def2-TZVPD" lumo_ha=-0.01389 total_charge=0
C 0.1586 0.1508 -1.6545
C 0.1049 0.2586 -0.0683
C -0.9401 0.2162 0.6918
C -0.3648 0.3526 2.0561
H -2.0087 -1.9015 -1.7372
H 0.0702 -0.7104 -3.4899
H -1.9273 0.5266 0.7211
H 1.6709 0.6188 2.1086
N -0.4616 -0.7505 -2.2679
N 0.9652 0.2173 1.8776
O -0.7788 -1.9545 -1.5956
O 0.9101 0.9869 -2.2636
O -0.9334 0.6325 3.2246
O 1.4170 0.2513 0.5069



The energy of each structure relative to the most stable one, in kcal/mol, is as follows: *i* 0.0; *ii* 56.9.



*i*
6
Properties=species:S:1:pos:R:3 method="wB97M-V/def2-TZVPD" lumo_ha="-0.05290 / -0.06647" total_charge=0
C -0.7013 -0.0632 0.7045
S 0.6906 0.8394 0.4336
Br -1.5499 -0.4524 -0.9346
Br 2.2036 -0.9091 -0.8905
H -0.6967 -0.7595 1.4494
H 0.0536 1.3448 -0.7624



*ii*
6
Properties=species:S:1:pos:R:3 method="wB97M-V/def2-TZVPD" lumo_ha=-0.07383 total_charge=0
C -0.8210 -0.3118 0.1921
S 1.0086 1.8213 -0.4041
Br -0.2860 -1.7932 -0.7322
Br 2.4676 0.2584 -0.2575
H -0.5952 -0.1292 1.2463
H -1.7740 0.1545 -0.0447



The energy of each structure relative to the most stable one, in kcal/mol, is as follows: *i* 0.0; *ii* 10.6.



*i*
32
Properties=species:S:1:pos:R:3 method="wB97M-V/def2-TZVPD" lumo_ha=-0.22702 total_charge=+2
Sr 0.3068 0.8167 -0.4349
O 1.2217 -0.6938 -2.1543
H 0.7704 -1.0816 -2.9041
H 2.0819 -1.1136 -2.1485
O 1.8542 2.2581 -1.7779
H 1.8710 2.4939 -2.7055
H 2.0041 3.0839 -1.3176
O -0.8749 3.0500 -0.1497
H -1.4651 3.2839 -0.8661
H -0.8764 3.8171 0.4227
O 0.1185 1.2626 2.0409
H 0.8328 1.6661 2.5341
H -0.4421 0.8688 2.7094
O 2.5231 0.6623 0.6212
H 3.2801 1.2295 0.4745
H 2.7256 0.1969 1.4327
O -2.1065 0.0142 -0.3648
H -2.9363 0.4382 -0.1460
H -2.3590 -0.8353 -0.7265
O -1.0202 1.3212 -2.6808
H -1.7047 1.9903 -2.6825
H -0.6738 1.3300 -3.5731
C -0.7985 -3.3205 1.6885
C -0.2115 -1.9472 1.8880
O 0.2683 -1.4764 0.6274
O -1.9689 -3.2473 0.9295
H -1.1553 -3.7462 2.6263
H -0.0488 -4.0431 1.3661
H 0.5995 -2.0487 2.6092
H -0.9942 -1.2710 2.2318
H 0.9613 -2.0865 0.3646
H -1.7830 -2.8722 0.0656



*ii*
32
Properties=species:S:1:pos:R:3 method="wB97M-V/def2-TZVPD" lumo_ha=-0.22586 total_charge=+2
Sr 0.6491 -0.4696 0.6186
O 0.1650 1.5286 2.0917
H -0.5666 2.0907 1.8032
H 0.4756 1.9432 2.9074
O 0.1059 -2.9211 1.6757
H -0.7551 -3.3433 1.7860
H 0.6998 -3.6493 1.4468
O -0.5930 -2.0001 -1.2021
H -0.2153 -2.0104 -2.0904
H -1.0659 -2.8375 -1.1284
O -1.9711 -0.5187 1.1044
H -2.3947 0.3224 1.3204
H -2.3374 -1.1289 1.7581
O 1.9730 -0.9930 2.7026
H 2.7126 -0.5351 3.1229
H 1.9563 -1.8708 3.1072
O 2.3588 -1.9339 -0.5667
H 3.2672 -1.8698 -0.2375
H 2.4400 -2.4136 -1.4007
O 2.4730 1.2433 0.1021
H 2.8324 1.8714 0.7419
H 3.0583 1.3132 -0.6636
C -1.5282 0.9761 -1.8411
C -2.2348 2.3050 -1.7531
O -1.8060 3.2585 -2.7039
O -0.1815 1.0025 -1.2954
H -1.4662 0.6576 -2.8833
H -2.0678 0.2154 -1.2826
H -2.1584 2.7062 -0.7296
H -3.2909 2.1318 -1.9623
H -0.8891 3.5154 -2.5651
H 0.3551 1.4137 -1.9832



The energy of each structure relative to the most stable one, in kcal/mol, is as follows: *i* 6.3; *ii* 0.0.



*i*
22
Properties=species:S:1:pos:R:3 method="wB97M-V/def2-TZVPD" lumo_ha=-0.18162 total_charge=+1
C -2.5517 1.3557 0.5976
C -1.7268 1.6304 -0.7144
C -0.6292 0.5493 -0.8928
N -0.2853 -0.1931 0.0806
C 0.7046 -1.2573 0.2237
C 0.2807 -2.4335 1.0824
N 1.7802 -1.3253 -0.4452
C 2.6187 -0.4703 -1.0061
C 2.9608 0.7363 -0.5591
Cl 2.1506 1.3322 0.9032
H -2.0930 1.5803 1.5627
H -2.8151 0.2805 0.7335
H -3.4764 1.8811 0.6111
H -1.0452 2.4753 -0.7637
H -2.4027 1.5204 -1.5697
H -0.0701 0.5017 -1.9032
H -0.8624 -0.1561 0.9264
H -0.4269 -2.3364 2.0050
H 1.1621 -2.9813 1.4368
H -0.4100 -3.0182 0.5671
H 3.2709 -0.8149 -1.7844
H 3.8661 1.1431 -1.0915



*ii*
22
Properties=species:S:1:pos:R:3 method="wB97M-V/def2-TZVPD" lumo_ha=-0.15391 total_charge=+1
C -1.3868 -0.5404 -1.6603
C -2.0442 0.0004 -0.6432
Cl -2.9295 -0.9765 0.4608
C -1.9446 1.4995 -0.4536
C -1.1526 2.1146 0.4123
C -0.1932 1.2110 1.1248
C 0.5019 0.1724 0.3071
N 1.2136 0.4798 -0.7449
C 0.5070 -1.2442 0.8640
N 1.4456 -1.9926 0.2076
H -1.5206 -1.6681 -1.6957
H -0.9413 0.2026 -2.3407
H -2.6161 2.0216 -1.0622
H -1.3275 3.1307 0.3884
H 0.5561 1.7526 1.6736
H -0.7360 0.7796 1.9336
H 1.2051 1.3486 -1.1512
H 1.8212 -0.2558 -1.1605
H -0.5469 -1.5238 0.5243
H 0.7333 -1.1160 1.9726
H 2.4437 -1.7494 0.4520
H 1.4248 -2.9500 0.5066



The energy of each structure relative to the most stable one, in kcal/mol, is as follows: *i* 7.3; *ii* 0.0.